Entry 1:
This record from OMol25 describes a structure of composition C27H50HfOP2 at a distorted geometry. The level of theory is ωB97M-V with the def2-TZVPD basis set.

XYZ file:
```
81
Properties=species:S:1:pos:R:3:lowdin_charge:R:1
Hf 0.93 0.29 0.52 1.40
C 0.43 -2.03 1.86 -0.24
C 0.29 -1.99 0.41 -0.38
C 2.57 -2.02 1.03 -0.23
C 1.80 -2.13 2.20 -0.21
C 1.67 -2.01 -0.11 -0.38
C -0.73 -2.35 2.73 -0.02
H -1.58 -1.68 2.53 0.09
H -0.49 -2.32 3.79 0.08
H -1.12 -3.36 2.51 0.11
C 2.38 -2.42 3.53 -0.01
H 1.66 -2.92 4.20 0.10
H 2.74 -1.50 4.01 0.09
H 3.24 -3.10 3.43 0.09
C 3.99 -2.46 1.00 -0.03
H 4.06 -3.48 1.43 0.12
H 4.65 -1.82 1.58 0.10
H 4.47 -2.49 0.01 0.07
C 2.01 -2.84 -1.29 -0.04
H 1.95 -3.90 -0.99 0.13
H 3.01 -2.59 -1.67 0.07
H 1.32 -2.68 -2.12 0.08
C -0.74 -2.88 -0.19 -0.05
H -0.48 -3.91 0.12 0.12
H -0.74 -2.88 -1.28 0.08
H -1.75 -2.68 0.17 0.09
C -4.58 0.27 -0.58 -0.11
C -5.46 -0.51 -1.24 -0.09
C -5.07 -1.00 -2.60 -0.18
C -4.77 0.15 -3.60 -0.17
C -3.34 0.31 -4.04 -0.09
C -2.25 -0.03 -3.33 -0.12
C -2.27 -0.18 -1.82 -0.22
C -3.24 0.77 -1.10 -0.20
H -5.89 -1.61 -3.00 0.11
H -5.17 1.12 -3.26 0.13
H -4.23 -1.69 -2.49 0.11
H -3.39 1.66 -1.75 0.11
H -4.79 0.56 0.46 0.10
H -6.44 -0.85 -0.87 0.12
H -2.70 1.10 -0.19 0.08
H -2.42 -1.22 -1.51 0.09
H -1.25 -0.16 -3.80 0.10
H -1.25 0.04 -1.45 0.05
H -5.41 -0.13 -4.46 0.12
H -3.24 0.72 -5.06 0.11
P 0.36 2.64 -0.43 0.80
P 2.80 0.89 -0.96 0.74
C 1.75 3.35 -1.52 -0.39
C 3.07 2.73 -1.13 -0.39
H 1.74 4.44 -1.37 0.10
H 1.47 3.13 -2.56 0.09
H 3.85 2.90 -1.90 0.10
H 3.46 3.11 -0.17 0.10
C 4.55 0.43 -0.89 -0.22
H 4.64 -0.66 -0.90 0.03
H 4.98 0.83 0.04 0.07
H 5.07 0.88 -1.75 0.08
C 2.34 0.54 -2.70 -0.21
H 2.88 1.16 -3.43 0.09
H 1.26 0.67 -2.88 0.04
H 2.56 -0.52 -2.91 0.05
C 0.47 3.99 0.84 -0.23
H -0.25 3.83 1.65 0.05
H 0.24 4.95 0.35 0.07
H 1.48 4.06 1.27 0.06
C -0.96 3.37 -1.47 -0.24
H -1.18 2.79 -2.38 0.06
H -0.59 4.37 -1.78 0.07
H -1.88 3.51 -0.88 0.06
C -1.42 1.02 3.71 -0.03
C 0.10 1.05 3.64 -0.46
C 0.68 0.08 4.65 -0.04
O 0.60 0.79 2.32 -0.37
H -1.79 -0.01 3.60 0.07
H -1.88 1.65 2.96 0.08
H -1.69 1.38 4.71 0.10
H 0.46 2.06 3.88 0.14
H 0.58 -0.94 4.25 0.03
H 1.73 0.28 4.85 0.09
H 0.13 0.09 5.61 0.11
```

The multiplicity is 1. The value obtained for the orbital gap is 6.04 eV. Its total energy is -1864.17056 Ha. Its total charge is +2. The HOMO energy comes out at -13.353 eV.

***

Entry 2:
This record from OMol25 describes the molecule C7H10BrClO6S at a distorted geometry. The level of theory is ωB97M-V with the def2-TZVPD basis set.

XYZ file:
```
26
Properties=species:S:1:pos:R:3:lowdin_charge:R:1
C -2.04 -0.70 -1.52 -0.08
C -1.12 0.34 -2.16 -0.22
C -0.16 1.14 -1.25 -0.19
C 0.89 0.34 -0.50 -0.65
Br 2.51 1.58 -0.41 0.84
O 1.29 -0.83 -1.14 -0.16
S 2.14 -1.79 -0.14 0.62
O 1.44 -3.02 -0.05 -0.19
O 3.51 -1.75 -0.47 -0.20
O 1.90 -0.90 1.17 -0.16
C 0.70 -0.11 0.98 -0.54
O -0.38 -1.00 1.05 0.03
C 0.61 0.94 2.07 -0.09
C -0.76 0.94 2.73 -0.77
O -1.01 0.45 3.78 0.09
Cl -2.02 1.79 1.82 0.71
H -1.95 -0.73 -0.44 0.05
H -1.82 -1.70 -1.88 0.08
H -3.09 -0.49 -1.75 0.07
H -0.53 -0.09 -2.97 0.11
H -1.75 1.11 -2.63 0.11
H 0.39 1.81 -1.91 0.08
H -0.70 1.77 -0.55 0.09
H -0.14 -1.72 1.64 0.14
H 1.31 0.70 2.86 0.15
H 0.81 1.94 1.68 0.09
```

The SMILES is CCC[C@]1(Br)OS(=O)(=O)O[C@@]1(O)CC(=O)Cl. The multiplicity is 1. The value obtained for the orbital gap is 11.03 eV. Its total energy is -4156.55585 Ha. Its total charge is 0. The HOMO energy comes out at -10.764 eV.

***

Entry 3:
This record from OMol25 describes the molecule C6H11P at a distorted geometry. The level of theory is ωB97M-V with the def2-TZVPD basis set.

XYZ file:
```
18
Properties=species:S:1:pos:R:3:lowdin_charge:R:1
C -1.45 -0.45 -2.57 -0.21
C -1.08 -0.02 -1.15 -0.47
P 0.70 -0.50 -0.81 1.06
C 1.24 1.09 0.30 -0.28
C 2.22 0.33 1.11 -0.19
C 0.79 -0.14 1.01 -0.64
C -0.16 -0.41 2.13 -0.07
H -0.69 -0.13 -3.28 0.05
H -1.53 -1.53 -2.63 0.06
H -2.41 -0.02 -2.87 0.06
H -1.75 -0.48 -0.41 0.07
H -1.17 1.07 -1.05 0.07
H 0.92 2.11 0.29 0.09
H 3.02 -0.21 0.61 0.07
H 2.53 0.76 2.05 0.10
H -1.03 0.24 2.09 0.07
H 0.35 -0.26 3.09 0.07
H -0.50 -1.45 2.10 0.07
```

The SMILES is CCP1[C@@H]2C[C@@]21C. The multiplicity is 1. The value obtained for the orbital gap is 9.67 eV. Its total energy is -576.48297 Ha. Its total charge is 0. The HOMO energy comes out at -8.569 eV.